Record 1
Below is a cluster of 6 separate species, C13H24Cl10O3 in total in a non-equilibrium geometry, with properties calculated with ωB97M-V/def2-TZVPD.

Last column: Löwdin charge in e.
Positions of all 50 atoms, in Å:
1 Cl 4.30067 -0.31254 3.46817  0.56
2 Cl -8.99378 -4.24509 -0.37119  0.47
3 Cl -2.35116 -3.33709 2.29392  0.54
4 Cl 2.37244 -2.26834 -4.69570  0.47
5 Cl 5.44949 -2.90352 -4.61106  0.53
6 Cl -2.69588 -1.08427 -0.03619  0.52
7 Cl -7.96072 -8.38281 -0.53643  0.58
8 Cl 4.79163 -1.77727 6.47089  0.56
9 Cl -1.19290 4.67281 -5.12130  0.50
10 Cl -3.74716 2.82345 -6.46565  0.57
11 O 3.97236 5.85122 0.92759  0.11
12 O 4.22467 4.05338 -0.41690  0.11
13 O 2.41724 4.46404 0.86699  0.10
14 C 4.66830 -2.36488 -3.12211  -0.66
15 C 3.03585 6.37254 1.83492  -0.11
16 C -2.61636 2.27870 -5.27122  -0.71
17 C 5.56032 -0.33322 5.82291  -0.72
18 C 4.65409 0.47975 4.99876  -0.71
19 C 3.54008 -1.44256 -3.53113  -0.62
20 C -1.18365 -2.06432 1.92939  -0.69
21 C -9.30821 -6.08030 -0.27196  -0.57
22 C 1.85837 5.46862 1.61993  -0.15
23 C -2.22736 3.43899 -4.27972  -0.61
24 C -1.88249 -0.79462 1.53150  -0.64
25 C 3.56587 4.76199 0.36912  -0.61
26 C -7.88742 -6.65679 -0.43873  -0.74
27 H 2.96925 -1.25749 -2.62118  0.06
28 H -1.13241 -0.02307 1.35780  0.07
29 H 5.93577 0.33039 6.60186  0.08
30 H -7.41934 -6.46510 -1.40426  0.06
31 H 3.76928 0.79629 5.55102  0.08
32 H -10.06408 -6.46208 -0.95825  0.07
33 H 3.30399 6.23420 2.88233  0.14
34 H -1.74350 1.79273 -5.70716  0.07
35 H -2.67366 -0.44421 2.19432  0.07
36 H -0.55176 -2.45233 1.13048  0.06
37 H -9.67962 -6.19402 0.74648  0.06
38 H -1.58804 3.02986 -3.49742  0.06
39 H 2.73584 7.37414 1.52688  0.14
40 H 5.37661 -1.74509 -2.57234  0.07
41 H -7.30794 -6.36428 0.43691  0.07
42 H 1.49835 5.07849 2.57193  0.14
43 H 4.45068 -3.26849 -2.55269  0.07
44 H -3.08764 1.46422 -4.72112  0.06
45 H 1.04477 6.00911 1.13616  0.14
46 H 3.79265 -0.44282 -3.88442  0.08
47 H -3.16450 3.83056 -3.88408  0.07
48 H -0.54954 -2.08192 2.81580  0.07
49 H 6.41605 -0.64417 5.22363  0.07
50 H 5.30447 1.28726 4.66253  0.07

Atoms 1-6, force components in eV/Å:
-0.7 -0.4 -0.5
-0.7 -1.0 -0.3
-0.6 -0.6 0.1
0.6 0.7 0.7
0.9 -0.4 -0.3
0.0 0.2 -0.2

Its net charge is 0. The HOMO energy is -10.501 eV. As for the SMILES: O=C1OCCO1.ClCCCl.ClCCCl.ClCCCl.ClCCCl.ClCCCl. As for the LUMO energy: -0.06 eV. The HOMO-LUMO gap comes out at 0.384 Ha.

Record 2
Below is a structure of composition C4H5NO, with properties calculated with ωB97M-V/def2-TZVPD.

Last column: Löwdin charge in e.
Positions of all 11 atoms, in Å:
1 O -0.63058 1.07401 -0.45211  -0.01
2 N -1.45098 -1.07422 -1.05085  0.15
3 C 1.31851 0.26719 0.89428  0.02
4 C 0.55357 1.47468 0.37088  -0.16
5 C -0.65303 -0.28261 -0.48436  -0.51
6 C 0.52114 -0.54477 0.33212  -0.12
7 H 0.16248 2.08002 1.19115  0.12
8 H 1.18232 2.08571 -0.27998  0.12
9 H -2.17628 -0.56315 -1.55060  0.06
10 H 0.89684 -2.22489 0.11294  0.16
11 H 0.44207 -2.22879 0.73024  0.16

Atoms 1-6, force components in eV/Å:
-0.1 -0.1 -0.1
0.2 0.3 0.1
-0.3 -0.3 -0.2
0.1 0.4 0.0
-0.1 -0.2 0.0
0.2 -0.1 0.2

Its net charge is 0. The HOMO energy is -10.003 eV. As for the LUMO energy: -0.16 eV. The HOMO-LUMO gap comes out at 0.362 Ha.

Record 3
Below is a structure of composition C37H37CdN10S2, with properties calculated with ωB97M-V/def2-TZVPD.

Last column: Löwdin charge in e.
Positions of all 87 atoms, in Å:
1 Cd 0.82811 0.26481 1.22165  1.34
2 S -1.30350 -0.66604 -1.46340  0.67
3 S -4.11326 1.33736 1.38572  0.45
4 N 0.65668 2.35794 2.07847  -0.08
5 N -0.61945 -0.72839 2.67918  -0.01
6 N -3.38085 1.00714 -1.66951  0.00
7 N 2.53223 0.32373 2.57258  -0.06
8 N 0.94258 -1.79555 0.58904  -0.08
9 N -2.59644 0.04124 -3.61364  -0.02
10 N -5.64674 3.41627 0.27063  -0.02
11 N -1.49841 -1.68750 2.33637  -0.06
12 N 2.32809 -0.29888 -1.44567  -0.09
13 N 1.72789 0.73956 -0.84249  -0.01
14 C -0.96372 -4.73925 -0.53721  -0.06
15 C -2.21090 -3.66855 1.17161  0.00
16 C -3.90685 2.06333 -3.79060  -0.17
17 C 1.25870 1.51114 -1.81324  -0.17
18 C 2.21170 -2.14321 0.19170  -0.29
19 C 2.87619 -3.26386 0.72758  -0.04
20 C -1.05710 4.96760 -1.51384  -0.09
21 C -1.13956 -0.08125 3.71272  -0.16
22 C -2.51201 0.18722 -2.26335  -0.84
23 C -1.24112 -2.67920 1.33778  -0.13
24 C 2.25020 -0.18900 -2.78753  -0.07
25 C -0.31718 3.40473 1.86471  -0.19
26 C 3.49937 -0.43301 3.09787  -0.18
27 C -5.01862 2.55875 0.75121  -1.02
28 C 1.12138 4.54908 0.13840  -0.06
29 C 1.57086 0.97488 -3.06775  -0.07
30 C 2.94357 -1.37995 -0.74535  -0.14
31 C -3.18658 -5.74160 0.14668  -0.07
32 C -1.21836 4.28108 -0.31761  -0.03
33 C -2.37990 -0.61775 4.05606  -0.07
34 C 3.38186 1.37856 4.39981  -0.08
35 C 4.87805 -2.82585 -0.55099  -0.29
36 C 1.47801 2.44993 3.06703  -0.14
37 C 1.27953 5.24468 -1.04994  -0.10
38 C -0.13025 4.07667 0.52419  -0.22
39 C -2.57787 -1.63452 3.15435  -0.07
40 C -3.49121 0.77718 -4.48568  -0.20
41 C 4.24069 -1.72623 -1.10201  0.01
42 C -2.10169 -4.70175 0.26250  -0.30
43 C -4.41499 1.71819 -2.40230  -0.19
44 C 0.01188 -3.78532 -0.39016  -0.05
45 C 6.29962 -3.15462 -0.92778  -0.07
46 C 0.18614 5.46378 -1.87781  -0.11
47 C 4.05930 0.17431 4.23089  -0.12
48 C -0.05918 -2.72816 0.55027  -0.32
49 C 4.16737 -3.59046 0.37275  -0.06
50 C 2.44195 1.44576 3.36043  -0.37
51 H 4.85817 -0.21576 4.84239  0.08
52 H 2.25550 5.62501 -1.32589  0.10
53 H 3.53411 2.11854 5.17198  0.09
54 H 1.44364 3.32446 3.72606  0.13
55 H -4.67924 2.57419 -4.36576  0.11
56 H -0.60555 0.73828 4.16396  0.10
57 H -3.91895 -5.46895 -0.61809  0.08
58 H -4.37507 0.17484 -4.73173  0.11
59 H 4.76837 -1.12107 -1.83192  0.12
60 H -3.05355 -0.29518 4.82897  0.09
61 H 1.97673 4.37289 0.78057  0.11
62 H -0.85077 -5.51958 -1.28234  0.11
63 H 0.30293 6.03375 -2.79143  0.09
64 H -3.43626 1.03466 -0.63811  -0.03
65 H -2.19880 3.92241 -0.02800  0.11
66 H -0.25605 4.17053 2.65312  0.12
67 H -3.03952 2.72193 -3.69901  0.11
68 H 6.51556 -4.21117 -0.76882  0.07
69 H -2.76300 -6.70930 -0.12559  0.07
70 H -3.10873 -3.64516 1.77237  0.10
71 H 7.00063 -2.57196 -0.32457  0.08
72 H -1.91610 5.12321 -2.15570  0.10
73 H 3.77350 -1.37416 2.64233  0.09
74 H 2.66545 -0.94126 -3.43515  0.12
75 H -3.71750 -5.85261 1.09290  0.07
76 H -5.31739 1.09951 -2.48703  0.13
77 H -3.42946 -2.27865 3.05973  0.11
78 H 6.48569 -2.91597 -1.97583  0.07
79 H -1.31578 2.96696 1.90040  0.09
80 H 0.72388 2.41818 -1.58067  0.09
81 H 1.31093 1.36669 -4.03506  0.09
82 H 2.33882 -3.86532 1.44994  0.12
83 H 4.64548 -4.45521 0.82067  0.11
84 H -4.67692 2.61073 -1.83704  0.08
85 H -1.93253 -0.60364 -4.00239  0.10
86 H 0.87744 -3.80501 -1.03816  0.11
87 H -2.97188 0.99817 -5.42141  0.11

Atoms 1-6, force components in eV/Å:
-0.4 0.2 -0.5
-0.1 -0.1 0.3
0.3 -0.4 0.6
0.0 0.1 0.4
-0.2 0.0 0.2
0.1 -0.1 -0.1

Its net charge is -1. The HOMO energy is -4.243 eV. As for the LUMO energy: 2.46 eV. The HOMO-LUMO gap comes out at 0.246 Ha.

Record 4
Below is a structure of composition C4H4BeO2 in a non-equilibrium geometry, with properties calculated with ωB97M-V/def2-TZVPD.

Last column: Löwdin charge in e.
Positions of all 11 atoms, in Å:
1 O -1.93915 2.30608 -0.00410  -0.03
2 O 1.09271 -2.36384 0.41570  -0.18
3 C 0.87192 -1.16807 0.52069  -0.32
4 C 0.05042 -0.41794 -0.43754  -0.08
5 C -1.29825 1.64999 -0.84159  -0.28
6 C -0.25858 0.85881 -0.18189  -0.13
7 Be 2.07340 -2.69680 1.33958  0.50
8 H -0.43715 -0.98494 -1.23611  0.12
9 H -1.00950 2.10254 -1.80999  0.12
10 H 1.38300 -0.56874 1.30191  0.11
11 H -0.52884 1.28290 0.93333  0.17

Atoms 1-6, force components in eV/Å:
-1.1 -0.3 -1.9
0.2 -6.5 -1.6
-3.2 9.0 -2.0
2.0 -3.2 2.0
2.2 2.7 2.2
-3.0 1.8 2.8

Its net charge is 0. The HOMO energy (spin up / spin down) is -8.451 / -7.153 eV. As for the LUMO energy (spin up / spin down): -0.50 / -1.19 eV. The HOMO-LUMO gap (spin up / spin down) comes out at 0.292 / 0.219 Ha.

Record 5
Below is the molecule C4H11BN2 in a non-equilibrium geometry, with properties calculated with ωB97M-V/def2-TZVPD.

Last column: Löwdin charge in e.
Positions of all 18 atoms, in Å:
1 N 0.86067 -1.39568 -0.39178  0.06
2 N -0.12235 0.64653 0.09907  -0.06
3 C -1.82273 -1.52078 -0.08363  -0.02
4 C -1.01124 1.84865 0.13518  -0.04
5 C 1.26935 0.93012 0.16642  -0.17
6 C 1.97465 -0.45462 -0.06971  -0.15
7 B -0.36641 -0.67159 -0.24719  -0.55
8 H 2.69526 -0.80583 0.66638  0.09
9 H -1.79844 -1.63628 0.93537  0.00
10 H -2.85006 -1.10334 -0.49483  0.08
11 H 1.51675 1.26024 1.21627  0.14
12 H -1.12919 2.37706 1.07824  0.08
13 H -2.01219 1.70493 -0.20653  0.07
14 H -1.80270 -2.46792 -0.60503  0.02
15 H 0.92311 -2.34790 0.01744  0.13
16 H -0.59097 2.61681 -0.58044  0.10
17 H 1.66221 1.55437 -0.53730  0.08
18 H 2.60426 -0.53478 -1.09793  0.14

Atoms 1-6, force components in eV/Å:
0.2 -0.6 1.5
-1.8 2.5 -0.3
-0.2 2.3 -4.0
1.5 0.4 -1.2
1.2 -2.8 3.4
0.8 -1.1 -3.6

Its net charge is 0. The HOMO energy is -8.318 eV. As for the SMILES: CB1NCCN1C. As for the LUMO energy: 0.78 eV. The HOMO-LUMO gap comes out at 0.334 Ha.

For the records above, the corresponding relative energy (zero: lowest compared OMol25 entry of this formula, charge and spin) values read 2.287, 6.205, 0.706, 2.450, 1.959 eV.